(1)
DFT (ωB97M-V/def2-TZVPD) results for 2 unconnected molecules or ions with the total composition C3H4Cl3N2O at a distorted geometry.

Output
Charge: +1
Relative energy (zero: lowest compared OMol25 entry of this formula, charge and spin) in kJ/mol: 33.2
Highest occupied orbital energy (alpha / beta) in eV: -12.1514 / -12.2152
Spin multiplicity: 1
LUMO energy (alpha / beta) in eV: -4.5203 / -4.5197
Frontier orbital gap (alpha / beta) in eV: 7.63 / 7.70

Last column: Löwdin charge in e.
Positions of all 13 atoms, in Å:
1 C -1.52 -0.40 0.73  -0.040
2 C -0.13 0.44 -0.75  -0.173
3 C 2.14 -0.20 -0.42  -1.597
4 N -1.20 0.77 1.11  0.110
5 N -0.95 -0.65 -0.43  0.139
6 O -0.51 1.42 0.14  0.042
7 Cl 3.08 1.21 0.03  0.598
8 Cl 1.91 -1.21 1.00  0.557
9 Cl 2.34 -1.07 -1.85  0.639
10 H -2.29 -0.81 1.45  0.215
11 H -0.19 0.71 -1.82  0.153
12 H -1.71 1.30 1.75  0.181
13 H -0.97 -1.51 -0.94  0.177

(2)
DFT (ωB97M-V/def2-TZVPD) results for a single C3H4ClF molecule at a distorted geometry.

Output
Relative energy (zero: lowest compared OMol25 entry of this formula, charge and spin) in kJ/mol: 219.3
Highest occupied orbital energy in eV: -9.4864
Spin multiplicity: 1
LUMO energy in eV: 1.1019
Frontier orbital gap in eV: 10.59

Last column: Löwdin charge in e.
Positions of all 9 atoms, in Å:
1 F 1.68 -0.95 0.17  0.074
2 C 0.59 -0.62 -0.41  -0.380
3 C 0.31 0.85 -0.07  -0.071
4 C -0.75 -0.32 0.40  -0.818
5 Cl -2.26 -0.52 -0.04  0.738
6 H 0.16 -1.16 -1.39  0.178
7 H 0.09 1.72 -0.83  0.131
8 H 0.86 1.28 0.66  0.045
9 H -0.69 -0.29 1.52  0.102

(3)
DFT (ωB97M-V/def2-TZVPD) results for a single C3H4ClF molecule at a distorted geometry.

Output
Relative energy (zero: lowest compared OMol25 entry of this formula, charge and spin) in kJ/mol: 72.1
Highest occupied orbital energy in eV: -10.3283
Spin multiplicity: 1
LUMO energy in eV: 1.1202
Frontier orbital gap in eV: 11.45

Last column: Löwdin charge in e.
Positions of all 9 atoms, in Å:
1 F 0.40 1.96 -0.10  0.005
2 C -0.19 0.74 -0.21  -0.395
3 C -0.34 -0.28 0.88  -0.042
4 C 0.53 -0.53 -0.41  -0.648
5 Cl 0.15 -1.53 -1.79  0.612
6 H -1.08 0.97 -0.78  0.146
7 H -1.36 -0.69 0.98  0.113
8 H 0.30 -0.09 1.79  0.126
9 H 1.59 -0.55 -0.36  0.083

(4)
DFT (ωB97M-V/def2-TZVPD) results for a single C3H4ClF molecule at a distorted geometry.

Output
Relative energy (zero: lowest compared OMol25 entry of this formula, charge and spin) in kJ/mol: 147.2
Highest occupied orbital energy in eV: -10.1190
Spin multiplicity: 1
LUMO energy in eV: 1.1162
Frontier orbital gap in eV: 11.24

Last column: Löwdin charge in e.
Positions of all 9 atoms, in Å:
1 F 1.54 1.35 -0.02  0.072
2 C 0.52 0.66 0.34  -0.438
3 C 0.36 -0.83 0.02  -0.101
4 C -0.60 0.27 -0.56  -0.617
5 Cl -2.27 0.11 0.03  0.582
6 H 0.32 0.90 1.58  0.210
7 H 0.98 -1.39 -0.66  0.091
8 H -0.24 -1.46 0.85  0.136
9 H -0.61 0.40 -1.57  0.065

(5)
DFT (ωB97M-V/def2-TZVPD) results for a single C3H4ClFN2 molecule at a distorted geometry.

Output
Relative energy (zero: lowest compared OMol25 entry of this formula, charge and spin) in kJ/mol: 262.2
Highest occupied orbital energy in eV: -9.5396
Spin multiplicity: 1
LUMO energy in eV: -0.0722
Frontier orbital gap in eV: 9.47

Last column: Löwdin charge in e.
Positions of all 11 atoms, in Å:
1 H 1.86 -1.89 -0.17  0.089
2 N 1.23 -1.12 -0.51  0.057
3 C 1.48 0.04 -0.22  -0.533
4 N 2.73 0.52 0.50  -0.005
5 C 0.33 0.94 -0.44  -0.065
6 C -0.95 0.53 -0.32  -0.521
7 F -1.92 1.49 0.12  -0.062
8 Cl -1.41 -1.13 0.23  0.648
9 H 2.42 1.03 1.45  0.124
10 H 3.64 -0.23 0.24  0.181
11 H 0.58 1.92 -0.64  0.087

(6)
DFT (ωB97M-V/def2-TZVPD) results for 2 unconnected molecules or ions with the total composition C3H4ClFO at a distorted geometry.

Output
Relative energy (zero: lowest compared OMol25 entry of this formula, charge and spin) in kJ/mol: 405.4
Highest occupied orbital energy (alpha / beta) in eV: -10.0405 / -9.4408
Spin multiplicity: 1
LUMO energy (alpha / beta) in eV: -1.9487 / -2.7149
Frontier orbital gap (alpha / beta) in eV: 8.09 / 6.73

Last column: Löwdin charge in e.
Positions of all 10 atoms, in Å:
1 C -0.27 0.57 0.79  0.027
2 C -0.18 -0.74 -0.04  -0.242
3 C 0.44 0.45 -0.46  -0.266
4 O -1.39 -1.27 -0.60  0.046
5 F 0.29 1.22 -1.52  0.143
6 Cl 3.21 0.32 0.36  -0.187
7 H -1.29 1.06 0.79  0.156
8 H 0.49 0.53 1.60  0.116
9 H 0.48 -1.45 0.28  0.121
10 H -1.79 -0.67 -1.21  0.085

(7)
DFT (ωB97M-V/def2-TZVPD) results for a single C3H4ClFO molecule at a distorted geometry.

Output
Relative energy (zero: lowest compared OMol25 entry of this formula, charge and spin) in kJ/mol: 47.2
Highest occupied orbital energy in eV: -10.3880
Spin multiplicity: 1
LUMO energy in eV: 0.5656
Frontier orbital gap in eV: 10.95

Last column: Löwdin charge in e.
Positions of all 10 atoms, in Å:
1 O -1.94 -1.33 0.02  0.090
2 C -1.43 -0.32 -0.36  -0.263
3 C -0.62 0.62 0.39  -0.416
4 F -0.45 1.73 -0.37  0.005
5 C 0.71 -0.01 0.99  -0.527
6 Cl 1.70 -0.45 -0.36  0.645
7 H -1.62 0.12 -1.40  0.152
8 H -1.23 0.98 1.21  0.158
9 H 0.47 -0.80 1.59  0.044
10 H 1.09 0.76 1.73  0.110

(8)
DFT (ωB97M-V/def2-TZVPD) results for a molecular structure, C3H4ClFO at a distorted geometry.

Output
Relative energy (zero: lowest compared OMol25 entry of this formula, charge and spin) in kJ/mol: 219.6
Highest occupied orbital energy in eV: -10.4903
Spin multiplicity: 1
LUMO energy in eV: 0.9071
Frontier orbital gap in eV: 11.40

Last column: Löwdin charge in e.
Positions of all 10 atoms, in Å:
1 C 2.15 0.61 0.52  -0.620
2 C 1.41 -0.04 -0.53  -0.461
3 C -0.50 0.07 -0.74  0.128
4 O 1.90 -0.77 0.57  0.016
5 F 1.92 -0.29 -1.71  0.093
6 Cl 3.81 1.10 0.05  0.624
7 H 1.79 1.14 1.49  0.152
8 H -0.57 0.12 -1.79  0.033
9 H -0.70 0.94 -0.30  -0.003
10 H -0.89 -0.83 -0.36  0.038

(9)
DFT (ωB97M-V/def2-TZVPD) results for a single C3H4ClFO molecule at a distorted geometry.

Output
Relative energy (zero: lowest compared OMol25 entry of this formula, charge and spin) in kJ/mol: 316.4
Highest occupied orbital energy in eV: -10.6437
Spin multiplicity: 1
LUMO energy in eV: 0.9572
Frontier orbital gap in eV: 11.60

Last column: Löwdin charge in e.
Positions of all 10 atoms, in Å:
1 F 0.28 -1.68 0.53  0.148
2 C -0.18 -0.69 0.98  -0.753
3 Cl -2.05 -1.04 1.24  0.469
4 C 0.15 0.55 0.14  -0.317
5 C 0.20 0.55 -1.34  -0.020
6 O 1.44 0.32 -0.44  -0.075
7 H 0.04 -0.52 2.06  0.112
8 H 0.32 1.63 0.67  0.193
9 H -0.48 -0.41 -1.83  0.189
10 H 0.28 1.30 -2.00  0.053

(10)
DFT (ωB97M-V/def2-TZVPD) results for a single C3H4ClFO2 molecule at a distorted geometry.

Output
Relative energy (zero: lowest compared OMol25 entry of this formula, charge and spin) in kJ/mol: 384.9
Highest occupied orbital energy in eV: -9.9120
Spin multiplicity: 1
LUMO energy in eV: 0.8355
Frontier orbital gap in eV: 10.75

Last column: Löwdin charge in e.
Positions of all 11 atoms, in Å:
1 F 1.49 0.54 1.46  0.001
2 C 1.12 0.26 0.19  -0.868
3 Cl 2.43 0.69 -0.75  0.839
4 C -0.28 0.78 -0.02  -0.072
5 C -1.14 -0.54 -0.14  -0.140
6 O -0.19 -1.48 -0.61  -0.132
7 O 0.96 -1.36 0.20  -0.073
8 H -0.24 1.15 -1.08  0.132
9 H -0.71 1.38 0.67  0.089
10 H -1.40 -0.77 0.83  0.095
11 H -2.03 -0.66 -0.74  0.130